[1]
The ion C7H12N with charge +1 in a non-equilibrium geometry, computed with wB97M-V/def2-TZVPD.

Geometry as XYZ:
```
20
Properties=species:S:1:pos:R:3:lowdin_charge:R:1
C -0.27 -1.16 0.10 -0.031
C -1.67 -1.24 0.12 0.000
C -3.15 0.76 0.46 0.152
C 0.41 -0.04 -0.23 -0.206
C -0.28 1.17 -0.90 -0.018
C 2.62 -0.74 0.75 -0.058
C 1.88 0.23 -0.19 -0.206
N -2.30 -0.12 0.18 0.060
H 0.35 -2.14 0.29 0.160
H -2.24 -2.13 0.14 0.153
H -3.70 1.34 -0.31 0.143
H -3.22 1.07 1.45 0.099
H -1.15 0.85 -1.38 0.058
H 0.59 1.42 -1.62 0.130
H -0.45 2.03 -0.40 0.061
H 2.10 -1.64 0.62 0.027
H 2.58 -0.32 1.80 0.117
H 3.63 -0.85 0.44 0.067
H 2.27 0.13 -1.20 0.130
H 1.98 1.39 -0.10 0.161
```

2S+1 ... 1
HOMO energy ... -0.51309 Eh
Energy relative to the best compared isomer or geometry (same formula, charge and spin) ... 70.1 kcal/mol
Orbital gap ... 9.08 eV
Total charge ... +1
Calculated total energy ... -328.31700 a.u.

=====

[2]
A structure of composition C7H12N2 in a non-equilibrium geometry, computed with wB97M-V/def2-TZVPD.

Geometry as XYZ:
```
21
Properties=species:S:1:pos:R:3:lowdin_charge:R:1
C -0.53 -0.80 -2.36 -0.061
C -0.47 0.24 -1.18 -0.370
C 0.73 0.36 -0.45 -0.249
C 0.67 1.63 0.39 -0.145
C -0.80 1.24 0.98 -0.162
C -1.10 -0.07 0.11 -0.257
C 0.75 -1.62 1.40 -0.070
H -0.65 -1.96 -1.77 0.149
H -1.58 -0.90 -2.73 0.049
H 0.34 -0.67 -3.13 0.102
H -0.51 1.36 -1.74 0.194
H 1.56 0.05 -0.83 0.091
H 1.23 2.62 0.19 0.160
H 0.48 1.92 2.62 0.181
H -1.61 2.12 1.34 0.171
H -2.02 -0.66 0.27 0.154
H 0.02 -1.94 2.12 0.042
H 1.49 -0.64 1.54 0.117
H 1.57 -2.65 1.08 0.131
N 0.40 1.18 1.76 -0.062
N 0.05 -0.78 0.38 -0.163
```

2S+1 ... 1
HOMO energy ... -0.26678 Eh
Energy relative to the best compared isomer or geometry (same formula, charge and spin) ... 206.4 kcal/mol
Orbital gap ... 8.26 eV
Total charge ... 0
Calculated total energy ... -383.09435 a.u.

=====

[3]
An isolated molecule of C7H12N2 in a non-equilibrium geometry, computed with wB97M-V/def2-TZVPD.

Geometry as XYZ:
```
21
Properties=species:S:1:pos:R:3:lowdin_charge:R:1
C -0.43 -1.93 1.63 -0.151
C -1.45 -0.97 1.05 -0.288
C -1.64 -1.57 -0.32 -0.137
C -1.23 -0.93 -1.47 -0.177
C -0.71 0.47 -1.57 -0.152
C 0.49 0.55 -0.95 -0.085
C 2.09 2.46 -0.20 -0.373
H 0.57 -1.99 1.00 0.104
H -0.07 -1.50 2.68 0.111
H -0.88 -2.89 1.73 0.050
H -1.14 0.06 1.34 0.122
H -2.31 -0.95 1.65 0.077
H -1.90 -2.66 -0.58 0.128
H -1.13 -1.62 -2.47 0.137
H -1.14 1.36 -2.29 0.160
H 1.21 -0.37 -0.59 0.175
H 0.62 2.57 -1.60 0.059
H 2.36 3.60 -0.26 0.142
H 3.21 2.47 1.31 0.070
N 0.96 2.00 -0.90 -0.006
N 2.51 1.84 0.80 0.034
```

2S+1 ... 1
HOMO energy ... -0.30238 Eh
Energy relative to the best compared isomer or geometry (same formula, charge and spin) ... 95.5 kcal/mol
Orbital gap ... 9.18 eV
Total charge ... 0
Calculated total energy ... -383.27109 a.u.

=====

[4]
An isolated molecule of C7H12N2O in a non-equilibrium geometry, computed with wB97M-V/def2-TZVPD.

Geometry as XYZ:
```
22
Properties=species:S:1:pos:R:3:lowdin_charge:R:1
C -1.33 0.97 -0.30 -0.074
C -0.66 -1.83 1.49 -0.109
C 0.50 -1.17 2.35 -0.434
C 0.31 -0.51 -0.31 -0.008
C -0.01 0.74 -1.03 -0.523
C 0.96 1.81 -0.60 -0.035
C -0.12 0.45 -2.52 -0.002
N -1.75 0.08 0.50 0.187
N -0.73 -0.93 0.41 -0.139
O 1.25 -0.29 1.73 -0.186
H -1.85 1.89 -0.43 0.120
H -0.40 -2.83 1.04 0.136
H -1.65 -1.82 1.95 0.117
H 0.14 -0.76 3.34 0.109
H 1.04 -2.04 2.80 0.092
H 1.05 -1.19 -0.66 0.156
H 0.45 2.86 -0.89 0.137
H 2.01 1.68 -0.93 0.099
H 1.10 1.75 0.51 0.090
H -0.50 1.33 -2.91 0.064
H -0.70 -0.46 -2.71 0.108
H 0.91 0.25 -2.82 0.096
```

2S+1 ... 1
HOMO energy ... -0.28262 Eh
Energy relative to the best compared isomer or geometry (same formula, charge and spin) ... 97.3 kcal/mol
Orbital gap ... 7.98 eV
Total charge ... 0
Calculated total energy ... -458.53375 a.u.

=====

[5]
A cluster of 2 separate species, C7H12N2O2 in total in a non-equilibrium geometry, computed with wB97M-V/def2-TZVPD.

Geometry as XYZ:
```
23
Properties=species:S:1:pos:R:3:lowdin_charge:R:1
C 3.70 -0.87 0.01 -0.048
C 2.39 -1.02 -0.74 -0.414
C 1.14 -1.03 0.13 -0.146
C 0.07 -0.54 -0.84 -0.167
C 0.86 0.49 -1.66 -0.199
C -4.57 1.02 1.02 -0.113
C -4.03 1.92 1.87 -0.124
H 3.69 0.05 0.62 0.085
H 3.87 -1.73 0.66 0.080
H 4.54 -0.79 -0.70 0.079
H 2.42 -1.94 -1.35 0.144
H 0.93 -2.02 0.55 0.120
H 1.26 -0.32 0.96 0.121
H -0.81 -0.11 -0.36 0.067
H -0.26 -1.37 -1.49 0.116
H 0.54 0.54 -2.71 0.116
H 0.76 1.51 -1.23 0.119
H -5.58 0.88 0.68 0.104
H -4.43 2.78 2.45 0.143
N -2.46 0.57 1.15 0.026
N -3.53 0.21 0.62 0.028
O 2.22 0.10 -1.61 -0.117
O -2.72 1.67 1.97 -0.020
```

2S+1 ... 1
HOMO energy ... -0.33669 Eh
Energy relative to the best compared isomer or geometry (same formula, charge and spin) ... 77.8 kcal/mol
Orbital gap ... 9.94 eV
Total charge ... 0
Calculated total energy ... -533.83589 a.u.

=====

[6]
An isolated molecule of C7H12N2O3 in a non-equilibrium geometry, computed with wB97M-V/def2-TZVPD.

Geometry as XYZ:
```
24
Properties=species:S:1:pos:R:3:lowdin_charge:R:1
C 1.63 -1.66 0.37 -0.041
C 1.53 -0.40 0.12 -0.082
C 0.41 -2.41 0.16 -0.077
C -0.66 -1.23 -0.12 -0.319
C -0.59 1.63 1.33 -0.035
C -1.82 1.45 -0.86 -0.042
C -0.48 1.29 -0.16 -0.442
N 0.11 -0.01 -0.48 0.036
N 2.65 0.54 0.02 -0.396
O 3.66 0.13 0.49 0.102
O 2.48 1.57 -0.51 0.134
O -1.62 -1.64 -1.09 0.008
H 2.55 -2.11 0.69 0.126
H 0.51 -2.92 -0.81 0.121
H 0.17 -3.24 0.95 0.155
H -1.12 -1.09 0.87 0.145
H -0.81 2.77 1.40 0.133
H -1.38 0.96 1.66 0.070
H 0.28 1.26 1.70 0.026
H -2.30 0.46 -0.86 0.069
H -1.62 1.62 -1.91 0.074
H -2.39 2.32 -0.54 0.088
H 0.17 2.01 -0.55 0.097
H -1.39 -1.28 -1.89 0.049
```

2S+1 ... 1
HOMO energy ... -0.33147 Eh
Energy relative to the best compared isomer or geometry (same formula, charge and spin) ... 131.1 kcal/mol
Orbital gap ... 8.93 eV
Total charge ... 0
Calculated total energy ... -608.97936 a.u.

=====

[7]
An isolated molecule of C7H12N2O5 in a non-equilibrium geometry, computed with wB97M-V/def2-TZVPD.

Geometry as XYZ:
```
26
Properties=species:S:1:pos:R:3:lowdin_charge:R:1
C 3.35 -0.39 0.29 -0.197
C 1.91 -0.52 -0.31 -0.492
C -0.43 0.15 0.04 -0.223
C -0.67 1.52 -0.50 -0.420
C -1.40 -0.11 1.16 -0.120
C -2.89 -0.02 0.75 -0.083
C -3.19 -1.07 -0.32 -0.510
H 3.92 -1.96 -0.99 0.088
H 4.53 -0.49 -1.32 0.087
H 3.20 -0.67 1.34 0.110
H 3.66 0.63 0.42 0.107
H 1.40 0.61 1.25 0.164
H -0.59 -0.67 -0.74 0.190
H -1.27 -1.15 1.56 0.154
H -1.22 0.66 1.93 0.129
H -3.18 0.95 0.53 0.089
H -3.47 -0.26 1.64 0.125
H -2.70 0.19 -1.73 0.027
H -0.04 3.37 -0.49 0.151
N 4.37 -1.13 -0.50 -0.013
N 0.98 0.02 0.50 0.087
O 1.65 -1.03 -1.37 0.075
O -1.65 1.74 -1.19 0.106
O -3.44 -2.20 -0.11 0.144
O -3.10 -0.62 -1.61 0.123
O 0.29 2.47 -0.25 0.104
```

2S+1 ... 1
HOMO energy ... -0.36044 Eh
Energy relative to the best compared isomer or geometry (same formula, charge and spin) ... 19.3 kcal/mol
Orbital gap ... 9.93 eV
Total charge ... 0
Calculated total energy ... -759.68175 a.u.

=====

[8]
An isolated molecule of C7H12N2S in a non-equilibrium geometry, computed with wB97M-V/def2-TZVPD.

Geometry as XYZ:
```
22
Properties=species:S:1:pos:R:3:lowdin_charge:R:1
C 1.88 -0.97 -0.12 -0.188
C 1.79 -0.06 1.06 -0.144
C 1.75 0.29 -1.02 -0.131
C -1.27 0.12 -1.17 -0.192
C -1.46 0.25 1.27 -0.133
C 0.86 0.82 0.16 -0.649
C -0.62 0.74 -0.03 -0.654
N -2.59 -0.41 -0.71 -0.042
N -2.38 -0.69 0.66 -0.091
S 0.01 2.41 0.19 0.908
H 2.89 -1.44 -0.20 0.119
H 1.08 -1.63 -0.18 0.083
H 1.25 -0.40 2.06 0.129
H 2.73 0.58 1.24 0.144
H 2.67 0.72 -1.32 0.088
H 1.22 0.02 -2.03 0.128
H -1.33 0.73 -2.05 0.119
H -0.56 -0.80 -1.42 0.141
H -0.86 -0.26 1.99 0.091
H -2.04 1.07 1.73 0.105
H -3.09 0.47 -0.71 0.097
H -1.93 -1.54 0.59 0.070
```

2S+1 ... 1
HOMO energy ... -0.31729 Eh
Energy relative to the best compared isomer or geometry (same formula, charge and spin) ... 87.6 kcal/mol
Orbital gap ... 9.44 eV
Total charge ... 0
Calculated total energy ... -781.48966 a.u.

=====

[9]
The ion C7H12N3 with charge +1 in a non-equilibrium geometry, computed with wB97M-V/def2-TZVPD.

Geometry as XYZ:
```
22
Properties=species:S:1:pos:R:3:lowdin_charge:R:1
C -3.01 -0.60 -0.11 -0.037
C -1.64 -0.80 -0.07 -0.151
C -1.11 0.53 0.01 -0.160
C -0.53 -1.78 -0.06 -0.067
C 0.50 0.51 -0.01 -0.403
C 1.06 1.34 -1.12 0.005
C 1.14 0.79 1.31 0.005
N -2.08 1.41 0.15 0.109
N -3.19 0.70 0.09 -0.024
N 0.70 -1.01 -0.28 0.158
H -3.87 -1.35 0.00 0.165
H -0.51 -2.40 0.83 0.142
H -0.64 -2.51 -0.95 0.171
H 0.90 2.32 -0.72 0.103
H 0.38 1.10 -2.04 0.145
H 2.08 0.96 -1.25 0.104
H 2.19 0.57 1.21 0.109
H 0.73 0.33 2.11 0.071
H 1.04 1.78 1.57 0.087
H -4.18 1.03 0.00 0.197
H 1.34 -1.39 0.31 0.141
H 0.85 -1.01 -1.22 0.131
```

2S+1 ... 1
HOMO energy ... -0.48846 Eh
Energy relative to the best compared isomer or geometry (same formula, charge and spin) ... 69.2 kcal/mol
Orbital gap ... 10.30 eV
Total charge ... +1
Calculated total energy ... -437.88808 a.u.

=====

[10]
The ion C7H12N3O with charge +1 in a non-equilibrium geometry, computed with wB97M-V/def2-TZVPD.

Geometry as XYZ:
```
23
Properties=species:S:1:pos:R:3:lowdin_charge:R:1
C -1.37 1.08 -1.03 -0.032
C -0.02 0.85 -0.95 -0.104
C -2.35 0.94 -0.02 -0.359
C -1.58 -1.21 0.67 -0.130
C 2.64 1.93 0.93 -0.082
C -0.97 -3.31 -0.70 -0.009
C 2.19 0.72 0.06 -0.235
N 0.74 0.58 0.10 -0.003
N -1.03 -2.12 0.18 0.155
N -1.87 -0.09 1.20 0.161
O -3.39 1.42 0.21 0.187
H -1.86 1.12 -1.96 0.115
H 0.49 1.01 -1.88 0.137
H 3.77 1.88 1.16 0.111
H 2.54 2.83 0.38 0.048
H 1.90 2.10 1.82 0.109
H -1.98 -3.75 -0.99 0.117
H -0.36 -2.91 -1.46 0.067
H -0.45 -4.21 -0.07 0.153
H 2.55 0.70 -1.02 0.133
H 2.68 -0.32 0.40 0.150
H 0.24 0.65 0.95 0.109
H -2.53 0.12 2.01 0.201
```

2S+1 ... 1
HOMO energy ... -0.46683 Eh
Energy relative to the best compared isomer or geometry (same formula, charge and spin) ... 76.0 kcal/mol
Orbital gap ... 9.15 eV
Total charge ... +1
Calculated total energy ... -513.09321 a.u.

=====

[11]
The ion C7H12N3O with charge +1 in a non-equilibrium geometry, computed with wB97M-V/def2-TZVPD.

Geometry as XYZ:
```
23
Properties=species:S:1:pos:R:3:lowdin_charge:R:1
C 1.13 -2.32 -2.16 -0.037
C 0.43 -1.60 -1.24 -0.243
C 0.12 -0.41 -1.89 -0.104
C 0.29 -1.88 0.18 -0.106
C -1.04 -0.05 0.71 -0.029
C -1.49 1.25 2.47 -0.049
C -1.37 1.40 1.05 -0.375
N 0.58 -0.39 -3.15 0.061
N 1.21 -1.58 -3.28 0.006
N 0.00 -0.71 0.95 0.126
O -0.25 2.29 0.71 0.000
H 1.63 -3.18 -1.96 0.108
H -0.48 -2.55 0.45 0.136
H 1.20 -2.33 0.42 0.129
H -1.78 -0.54 -0.03 0.195
H -0.52 1.39 2.94 0.116
H -1.94 0.31 2.85 0.121
H -2.18 1.97 2.85 0.095
H -2.25 1.56 0.47 0.149
H 1.83 -1.67 -4.11 0.191
H -0.67 3.16 0.58 0.127
H 0.61 -0.62 1.78 0.222
H -0.63 0.43 -1.33 0.161
```

2S+1 ... 1
HOMO energy ... -0.47655 Eh
Energy relative to the best compared isomer or geometry (same formula, charge and spin) ... 85.6 kcal/mol
Orbital gap ... 8.23 eV
Total charge ... +1
Calculated total energy ... -513.07795 a.u.

=====

[12]
A structure of composition C7H12N3Sr in a non-equilibrium geometry, computed with wB97M-V/def2-TZVPD.

Geometry as XYZ:
```
23
Properties=species:S:1:pos:R:3:lowdin_charge:R:1
C -2.09 0.92 -3.21 -0.415
Sr -0.03 1.60 -1.68 0.576
N 0.66 -0.73 -2.53 -0.073
H -1.43 3.20 -0.34 -0.261
H 1.89 2.33 -0.51 -0.242
H -2.78 1.78 -3.10 -0.103
H -2.65 -0.03 -3.09 -0.111
H -1.61 0.99 -4.21 -0.124
H 0.14 -1.29 -1.86 -0.003
H 1.60 -1.13 -2.57 0.037
H 0.23 -0.92 -3.44 0.033
N 1.67 -1.69 5.29 0.137
C 1.28 -1.32 4.24 -0.163
C 0.79 -0.84 2.95 -0.227
C 0.22 -1.72 2.03 -0.030
C -0.20 -1.22 0.79 -0.124
N -0.09 0.08 0.45 -0.043
C 0.38 0.94 1.39 -0.202
C 0.87 0.51 2.62 -0.002
H 0.09 -2.78 2.26 0.113
H -0.62 -1.90 0.04 0.105
H 0.38 2.00 1.15 -0.003
H 1.30 1.22 3.33 0.125
```

2S+1 ... 1
HOMO energy ... -0.10182 Eh
Energy relative to the best compared isomer or geometry (same formula, charge and spin) ... 0.0 kcal/mol
Orbital gap ... 4.76 eV
Total charge ... -1
Calculated total energy ... -468.78827 a.u.